1.
ORCA calculation (ωB97M-V/def2-TZVPD) on a molecular structure, C24H25CoFN3O4S2.

Results
- spin multiplicity = 1
- orbital gap (spin up / spin down) (eV) = 6.6968 / 6.7685
- net charge = +2

The geometry in XYZ format:
```
60
Properties=species:S:1:pos:R:3:forces:R:3
Co -0.4939 -2.0110 0.3432 -0.141 -0.478 0.123
C -0.2231 4.2616 -3.5029 0.002 -0.009 -0.016
C -1.2883 4.2015 -2.4186 -0.011 0.029 0.016
C -1.3940 5.4636 -1.5776 -0.016 -0.017 0.005
C -0.1085 5.7019 -0.8003 0.009 0.016 -0.025
C 0.2832 4.4737 -0.0255 0.001 0.005 0.009
C 1.0905 4.5658 1.0834 -0.001 0.032 -0.008
C 1.4324 3.4278 1.8137 -0.005 -0.081 0.004
F 2.2171 3.5712 2.8790 0.000 0.012 -0.003
C 0.9773 2.1847 1.4793 0.016 0.085 -0.007
C 0.1498 2.0582 0.3530 0.013 -0.115 0.057
C -0.3632 0.7630 -0.0226 0.051 0.112 -0.074
O -0.0019 -0.2621 0.6940 -0.306 0.041 -0.107
C -1.2031 0.6924 -1.1280 0.073 -0.026 0.062
C -1.4810 1.8572 -1.8373 0.023 0.025 -0.007
N -1.0043 3.0411 -1.5163 -0.027 -0.011 -0.032
C -0.1876 3.1960 -0.4034 0.053 -0.042 0.092
C -1.9036 -0.5349 -1.6027 -0.248 0.146 -0.198
O -2.6731 -0.4731 -2.5235 0.040 -0.127 0.033
O -1.7041 -1.6813 -0.9481 0.596 0.072 0.166
H -0.4147 5.1132 -4.1546 -0.005 0.001 -0.001
H -0.2386 3.3597 -4.1150 0.004 -0.003 -0.001
H 0.7760 4.3724 -3.0810 0.006 -0.003 -0.001
H -2.2581 3.9818 -2.8640 0.003 0.008 -0.003
H -2.2383 5.3705 -0.8909 0.006 0.000 0.007
H -1.6073 6.3037 -2.2371 0.001 -0.005 -0.007
H -0.2251 6.5388 -0.1126 -0.008 -0.003 0.001
H 0.7034 5.9741 -1.4794 0.000 0.006 0.005
H 1.4638 5.5265 1.4155 -0.006 0.009 -0.010
H 1.2375 1.3253 2.0777 -0.001 -0.003 0.006
H -2.1237 1.7964 -2.7064 -0.012 -0.010 -0.003
C -3.4167 -3.8168 0.8621 0.016 0.060 -0.036
C -2.1690 -4.4704 0.3832 -0.078 -0.194 -0.059
N -1.0201 -3.8758 0.1825 0.005 0.305 0.149
C -0.0332 -4.7241 -0.2670 -0.085 -0.138 0.002
C -0.4393 -6.0056 -0.4114 0.010 -0.021 -0.005
S -2.0875 -6.1395 0.0213 0.008 0.086 0.024
C 1.2314 -4.0594 -0.5092 0.111 0.052 -0.066
C 2.4202 -4.5209 -0.9542 0.056 -0.018 0.021
S 3.5379 -3.2339 -1.0654 -0.091 0.014 0.022
C 2.3785 -2.1182 -0.5205 0.000 -0.006 -0.013
N 1.2199 -2.6940 -0.2568 -0.200 0.222 -0.155
C 2.7058 -0.6704 -0.3983 0.029 -0.006 -0.028
H -3.2585 -2.7506 1.0079 0.005 -0.013 0.019
H -3.7454 -4.2665 1.7983 -0.016 0.015 0.010
H -4.2115 -3.9383 0.1261 -0.001 -0.002 0.007
H 0.1248 -6.8589 -0.7495 0.010 -0.001 -0.005
H 2.6874 -5.5301 -1.2200 0.005 -0.006 -0.004
H 3.7491 -0.5006 -0.6559 -0.003 0.007 0.000
H 2.5293 -0.3138 0.6143 -0.005 -0.008 0.016
H 2.0840 -0.0865 -1.0772 0.001 0.000 -0.009
C 1.1416 -2.7445 4.3005 -0.007 -0.018 0.007
C 1.1521 -2.8189 2.7971 -0.119 -0.075 -0.028
O -0.1131 -2.2988 2.2607 0.110 0.080 0.009
H 2.0700 -3.1627 4.6888 0.002 -0.001 -0.002
H 0.3104 -3.3131 4.7141 -0.001 0.001 0.014
H 1.0791 -1.7114 4.6480 -0.009 0.005 0.001
H 1.1997 -3.8444 2.4359 0.028 -0.002 0.014
H 1.9681 -2.2427 2.3596 0.014 0.003 0.022
H -0.2906 -1.4490 2.6944 0.093 -0.009 -0.015
```
Positions in Å, forces in eV/Å.

Löwdin population analysis, charges in e, atoms 1 to 8: 0.775, -0.010, -0.279, -0.119, -0.113, -0.107, 0.091, -0.242



2.
ORCA calculation (ωB97M-V/def2-TZVPD) on 4 unconnected molecules or ions with the total composition H6IO3.

Results
- spin multiplicity = 1
- relative energy (zero: lowest compared OMol25 entry of this formula, charge and spin) (kJ/mol) = 1.6
- orbital gap (eV) = 8.0049
- net charge = -1

The geometry in XYZ format:
```
10
Properties=species:S:1:pos:R:3:forces:R:3
I -1.9502 -0.2884 -0.4564 -0.055 -0.066 0.073
O 1.2907 0.4728 -1.9200 -0.010 -0.155 -0.100
H 1.7608 -0.3118 -1.6148 -0.067 -0.038 0.041
H 0.3658 0.2415 -1.7161 0.088 0.244 0.051
O -1.0535 2.0602 2.2788 -0.104 -0.001 0.086
H -1.3149 1.3764 1.6367 0.123 -0.039 -0.084
H -1.7040 2.7541 2.1419 0.007 -0.007 -0.043
O 1.0887 -2.2701 -0.4084 -0.010 -0.095 0.055
H 1.3564 -2.0659 0.4928 -0.023 0.051 -0.007
H 0.1603 -1.9686 -0.4346 0.050 0.106 -0.073
```
Positions in Å, forces in eV/Å.

Löwdin population analysis, charges in e, atoms 1 to 8: -0.252, -0.141, -0.005, -0.128, -0.134, -0.128, 0.012, -0.132



3.
ORCA calculation (ωB97M-V/def2-TZVPD) on a single C5H4O2 molecule.

Results
- spin multiplicity = 1
- relative energy (zero: lowest compared OMol25 entry of this formula, charge and spin) (kJ/mol) = 584.5
- orbital gap (eV) = 8.7231
- net charge = 0

The geometry in XYZ format:
```
11
Properties=species:S:1:pos:R:3:forces:R:3
O 1.3319 -1.0231 -1.9145 -0.342 0.243 0.519
C 0.7214 -0.5597 -0.9988 0.367 -0.170 -0.483
C 1.0982 0.2746 0.2305 0.097 0.019 0.008
C -0.3706 0.2973 0.6692 0.216 0.347 0.576
C -1.3807 0.6598 -0.5382 -0.132 -0.207 0.015
C -0.7532 -0.6187 -0.5572 -0.081 -0.198 -0.171
O -0.7970 -1.3394 0.5712 -0.072 0.071 -0.186
H 1.7789 -0.2308 0.9197 -0.104 0.058 -0.092
H 1.4675 1.2718 -0.0207 -0.068 -0.157 0.013
H -0.7966 0.6059 1.6129 0.022 -0.039 -0.160
H -2.3518 0.5971 -0.0322 0.097 0.031 -0.039
```
Positions in Å, forces in eV/Å.

Löwdin population analysis, charges in e, atoms 1 to 8: 0.149, -0.303, -0.017, -0.125, 0.059, -0.338, 0.073, 0.133



4.
ORCA calculation (ωB97M-V/def2-TZVPD) on a gas-phase ion, C4H10NS (charge -1) in a non-equilibrium geometry.

Results
- spin multiplicity = 1
- relative energy (zero: lowest compared OMol25 entry of this formula, charge and spin) (kJ/mol) = 119.2
- SMILES string = CN[C@H](C)C[S-]
- orbital gap (eV) = 6.1630
- net charge = -1

The geometry in XYZ format:
```
16
Properties=species:S:1:pos:R:3:forces:R:3
C 1.5250 -0.5492 1.3608 -0.723 -1.393 -4.223
N 0.1670 0.0333 1.1922 -0.866 -0.537 0.542
C -0.2848 -0.0035 -0.2497 1.138 -0.286 -0.673
C -1.7700 -0.3641 -0.6219 -1.205 0.546 0.937
S -1.9231 -1.3644 -2.2288 0.168 0.827 1.281
C 0.2542 1.3566 -0.9201 0.536 -2.319 -1.751
H 2.3590 -0.0793 0.6961 -1.756 -0.648 1.019
H 1.4835 -1.6932 1.1385 0.369 1.649 -0.001
H 1.8018 -0.4713 2.3284 1.000 0.482 3.247
H -0.4689 -0.6069 1.7292 0.704 0.890 -0.702
H 0.3209 -0.9191 -0.5978 -0.929 1.503 -0.571
H -2.4816 0.5427 -0.6427 1.429 -0.759 -0.375
H -2.2705 -0.8824 0.2578 0.881 -0.138 -0.816
H 1.3225 1.1188 -1.1923 -0.817 0.710 0.328
H -0.2317 1.6207 -1.8930 0.123 -0.765 0.662
H 0.1969 2.2614 -0.3568 -0.052 0.235 1.094
```
Positions in Å, forces in eV/Å.

Löwdin population analysis, charges in e, atoms 1 to 8: -0.168, -0.143, -0.475, -0.732, -0.012, -0.087, 0.100, 0.096